Entry 1:
C32H33AsBrNO5RhS5Sb as an isolated structure, computed with the ωB97M-V functional and the def2-TZVPD basis.

Properties
LUMO (alpha / beta), eV: 3.348 / 3.349
Maximum force, eV/A: 2.1
Gap between HOMO and LUMO (alpha / beta), Eh: 0.1887 / 0.1888
DFT total energy, eV: -240051.3412

ORCA input file:
```
! wB97M-V def2-TZVPD RIJCOSX def2/J DEFGRID3
* xyz -2 1
Rh 0.013 0.020 0.178
S 3.492 -2.374 2.480
As 2.588 -0.501 2.056
S 0.444 -0.548 2.512
S 2.490 -0.079 -0.091
S 3.588 1.037 3.133
Br -3.581 1.370 -5.151
C -4.023 1.363 -3.299
C -5.250 1.899 -2.942
C -5.620 1.923 -1.606
C -4.749 1.453 -0.634
C -3.517 0.949 -1.010
C -3.136 0.874 -2.348
C -1.796 0.197 -2.667
O -1.786 -0.621 -3.581
O -0.820 0.517 -1.908
H -5.907 2.298 -3.703
H -6.592 2.314 -1.330
H -5.020 1.470 0.414
H -2.823 0.592 -0.261
C 1.536 5.954 -1.709
C 2.447 5.149 -0.818
C 3.738 5.650 -0.642
C 4.665 5.029 0.178
C 4.311 3.872 0.853
C 3.040 3.356 0.682
C 2.095 3.974 -0.141
Sb 0.246 2.799 -0.099
C -1.120 3.928 -1.328
C -2.141 4.639 -0.709
C -3.050 5.370 -1.457
C -2.952 5.369 -2.839
C -1.948 4.643 -3.460
C -1.022 3.911 -2.723
C 0.071 3.165 -3.435
C -0.514 3.525 1.813
C -1.229 2.557 2.508
C -1.752 2.793 3.770
C -1.567 4.034 4.353
C -0.884 5.021 3.658
C -0.347 4.792 2.395
C 0.390 5.911 1.710
H 1.594 7.013 -1.447
H 0.504 5.639 -1.631
H 1.846 5.864 -2.753
H 4.011 6.562 -1.165
H 5.658 5.450 0.289
H 5.007 3.362 1.507
H 2.789 2.445 1.223
H -2.225 4.627 0.372
H -3.839 5.925 -0.963
H -3.662 5.931 -3.436
H -1.888 4.635 -4.543
H -0.234 2.917 -4.452
H 0.315 2.234 -2.923
H 0.978 3.774 -3.491
H -1.391 1.585 2.063
H -2.285 2.003 4.283
H -1.957 4.240 5.343
H -0.758 6.001 4.107
H 0.217 6.856 2.227
H 0.068 6.017 0.673
H 1.463 5.714 1.709
O 1.081 -2.589 -1.815
S -0.009 -2.231 -0.899
C 0.033 -3.485 0.445
C -1.132 -4.439 0.218
C -1.450 -4.399 -1.277
C -1.532 -2.927 -1.630
H -0.031 -2.958 1.396
H 1.013 -3.949 0.346
H -2.003 -4.089 0.777
H -0.888 -5.448 0.558
H -2.379 -4.924 -1.510
H -0.639 -4.862 -1.845
H -2.378 -2.435 -1.150
H -1.511 -2.689 -2.689
O -3.121 0.215 1.829
N -2.944 -0.945 1.503
O -1.962 -1.165 0.744
*
```

***

Entry 2:
C32H33Cl5IN4OS2SiTa as an isolated structure, computed with the ωB97M-V functional and the def2-TZVPD basis.

Properties
LUMO, eV: -6.585
Maximum force, eV/A: 2.5
Gap between HOMO and LUMO, Eh: 0.2352
DFT total energy, eV: -143530.0133

ORCA input file:
```
! wB97M-V def2-TZVPD RIJCOSX def2/J DEFGRID3
* xyz 2 1
Ta 0.258 -0.292 1.223
C -1.077 3.189 2.926
C -0.861 1.933 3.704
C -1.323 1.870 5.010
C -1.023 0.759 5.755
C -0.339 -0.331 5.187
C 0.009 -0.244 3.849
N -0.271 0.886 3.150
N 0.625 -1.186 2.993
Si 1.644 -2.561 3.732
C 2.767 -1.747 4.957
C 2.637 -3.338 2.361
C 0.368 -3.805 4.404
H -2.085 3.643 3.033
H -0.896 3.055 1.889
H -0.402 3.959 3.329
H -1.748 2.719 5.478
H -1.362 0.694 6.776
H -0.126 -1.255 5.721
H 3.197 -0.815 4.601
H 3.595 -2.428 5.205
H 2.226 -1.476 5.885
H 3.353 -2.701 1.875
H 2.004 -3.773 1.574
H 3.147 -4.210 2.822
H 0.946 -4.472 5.048
H 0.032 -4.410 3.570
H -0.425 -3.305 5.005
Cl 1.982 1.590 1.262
C 3.526 0.979 0.765
C 4.631 1.796 0.691
C 5.817 1.314 0.168
C 5.933 -0.046 -0.094
C 4.797 -0.866 -0.030
Cl 4.961 -2.514 -0.486
C 3.557 -0.336 0.333
S 2.079 -1.219 -0.045
H 4.506 2.816 1.000
H 6.636 2.005 0.029
H 6.917 -0.442 -0.291
Cl -6.965 0.255 -1.837
C -5.443 0.744 -2.501
C -4.380 -0.118 -2.363
C -3.196 0.195 -2.947
C -2.992 1.362 -3.689
C -1.586 1.828 -4.129
C -1.053 2.953 -3.144
N -1.111 2.585 -1.741
C -2.213 2.700 -0.973
C -2.025 1.926 0.139
N -0.803 1.301 0.007
C -0.312 1.731 -1.139
O -0.701 0.766 -4.009
C -0.813 -0.195 -5.070
C -0.034 -1.431 -4.815
C 1.326 -1.417 -4.887
Cl 2.296 0.003 -5.151
S 2.070 -2.927 -4.692
C 0.540 -3.625 -4.296
C -0.494 -2.746 -4.408
C -4.121 2.186 -3.900
Cl -3.925 3.656 -4.741
C -5.352 1.911 -3.296
H -4.554 -1.092 -1.889
H -2.326 -0.489 -2.867
H -1.625 2.282 -5.119
H -1.640 3.862 -3.296
H -0.029 3.135 -3.446
H -3.077 3.293 -1.250
H -2.717 1.810 0.967
H 0.608 1.364 -1.545
H -0.428 0.296 -5.981
H -1.834 -0.409 -5.273
H 0.499 -4.612 -3.929
H -1.522 -2.893 -4.130
H -6.227 2.519 -3.566
I -2.425 -1.456 1.120
C -0.556 -1.939 0.082
H -0.764 -1.806 -0.965
H -0.307 -2.945 0.311
*
```

***

Entry 3:
C32H33F5N4PRuS2 as an isolated structure, computed with the ωB97M-V functional and the def2-TZVPD basis.

Properties
LUMO (alpha / beta), eV: -2.789 / -2.790
Maximum force, eV/A: 0.6
Gap between HOMO and LUMO (alpha / beta), Eh: 0.2640 / 0.2640
DFT total energy, eV: -86804.6609

ORCA input file:
```
! wB97M-V def2-TZVPD RIJCOSX def2/J DEFGRID3
* xyz 1 1
Ru -0.202 -0.011 -0.611
N -1.256 -1.917 1.657
P -1.067 -0.215 1.663
C -2.682 0.403 2.224
C -3.670 0.592 1.254
C -4.940 1.014 1.617
C -5.234 1.248 2.954
C -4.264 1.044 3.925
C -2.991 0.621 3.566
C 0.030 0.068 3.066
C 0.749 -0.946 3.689
C 1.622 -0.639 4.724
C 1.793 0.678 5.126
C 1.092 1.696 4.490
C 0.214 1.393 3.462
C -1.667 -2.498 0.482
C -2.357 -3.714 0.491
C -2.850 -4.214 -0.689
C -2.668 -3.487 -1.861
C -1.948 -2.321 -1.793
N -1.412 -1.835 -0.659
H -1.594 -2.370 2.489
H -3.458 0.396 0.217
H -5.696 1.164 0.855
H -6.222 1.588 3.240
H -4.496 1.219 4.969
H -2.240 0.474 4.331
H 0.643 -1.973 3.364
H 2.173 -1.432 5.214
H 2.474 0.915 5.934
H 1.229 2.726 4.795
H -0.327 2.191 2.964
H -2.514 -4.229 1.430
H -3.394 -5.150 -0.699
H -3.072 -3.822 -2.806
H -1.776 -1.721 -2.672
F -4.473 5.086 -0.553
C -3.324 4.429 -0.479
C -2.217 5.014 0.112
F -2.309 6.242 0.598
C -1.028 4.320 0.207
F 0.008 4.914 0.788
C -0.886 3.023 -0.279
S 0.625 2.155 -0.139
C -2.017 2.484 -0.874
F -1.979 1.193 -1.380
C -3.221 3.147 -0.979
F -4.274 2.545 -1.537
S 1.683 -1.126 0.305
C 3.192 -0.723 -0.452
N 4.048 -1.727 -0.624
C 5.431 -1.559 -1.077
C 5.902 -0.160 -0.722
C 4.902 0.838 -1.277
N 3.563 0.501 -0.785
H 3.717 -2.636 -0.345
H 5.480 -1.713 -2.157
H 6.043 -2.323 -0.602
H 6.893 0.021 -1.133
H 5.960 -0.052 0.363
H 4.913 0.828 -2.370
H 5.125 1.851 -0.951
H 2.908 1.254 -0.630
C 0.195 -0.930 -4.729
C 1.014 -0.920 -3.423
C 1.262 -2.354 -2.956
C 2.363 -0.236 -3.741
C 0.355 -0.017 -2.420
H 0.710 -1.552 -5.467
H 0.097 0.077 -5.141
H -0.806 -1.348 -4.600
H 1.992 -2.844 -3.606
H 0.344 -2.944 -2.994
H 1.625 -2.383 -1.935
H 2.868 -0.805 -4.524
H 3.015 -0.208 -2.857
H 2.218 0.786 -4.099
H 0.062 0.915 -2.939
*
```

***

Entry 4:
C32H33F9IInN4O10P3 as an isolated structure, computed with the ωB97M-V functional and the def2-TZVPD basis.

Properties
LUMO, eV: -3.880
Maximum force, eV/A: 3.1
Gap between HOMO and LUMO, Eh: 0.2661
DFT total energy, eV: -125755.9049

ORCA input file:
```
! wB97M-V def2-TZVPD RIJCOSX def2/J DEFGRID3
* xyz 1 1
In 1.687 -0.028 -0.236
C 4.845 3.485 1.446
N 3.416 3.762 1.371
C 2.956 5.082 1.814
C 2.579 2.790 1.011
O 3.035 1.676 0.587
C 1.099 3.006 1.245
O 0.464 1.751 1.584
C 0.619 1.242 2.898
C 0.754 -0.325 2.940
O 1.084 -1.019 1.942
N 0.551 -0.869 4.187
C 0.513 -2.278 4.324
C 0.419 -0.035 5.425
H 5.035 2.803 2.287
H 5.463 4.397 1.468
H 5.213 2.946 0.568
H 2.282 5.004 2.723
H 2.354 5.520 1.002
H 3.844 5.696 2.048
H 0.593 3.412 0.360
H 0.961 3.839 1.938
H -0.148 1.636 3.564
H 1.579 1.582 3.386
H 0.665 -2.820 3.367
H -0.351 -2.572 4.912
H 1.388 -2.586 4.876
H 1.426 0.304 5.774
H -0.048 -0.614 6.195
H -0.205 0.836 5.272
O 5.667 -2.115 -0.255
P 4.485 -1.366 -0.977
O 4.981 -0.082 -1.579
O 3.426 -1.252 0.123
O 3.963 -2.387 -2.152
P 2.443 -2.736 -2.632
O 2.113 -4.057 -1.737
O 2.322 -3.130 -4.066
O 1.623 -1.560 -2.103
H 6.472 -2.225 -0.798
H 2.054 -4.864 -2.327
F -3.028 -7.195 -0.354
C -2.735 -6.450 0.776
F -3.846 -6.463 1.643
F -1.648 -7.065 1.421
C -2.392 -5.054 0.377
C -1.065 -4.718 0.072
C -0.684 -3.427 -0.314
C -1.660 -2.370 -0.308
C -2.992 -2.753 -0.031
C -3.368 -4.037 0.327
P -1.141 -0.684 -0.649
C -1.892 -0.481 -2.297
C -3.223 -0.160 -2.484
C -3.724 -0.145 -3.794
C -2.878 -0.413 -4.911
C -1.542 -0.711 -4.671
C -1.063 -0.813 -3.371
C -3.361 -0.379 -6.335
F -4.662 -0.019 -6.461
F -2.511 0.477 -7.049
F -3.167 -1.641 -6.946
C -2.056 0.419 0.396
C -2.318 1.757 0.004
C -3.095 2.584 0.742
C -3.583 2.097 1.986
C -3.354 0.773 2.376
C -2.599 -0.060 1.579
C -4.165 3.122 2.978
F -5.534 2.936 3.211
F -3.963 4.417 2.480
F -3.533 3.084 4.232
H -0.297 -5.530 0.018
H 0.354 -3.199 -0.546
H -3.794 -2.030 0.056
H -4.413 -4.276 0.609
H -3.867 0.077 -1.651
H -4.798 0.035 -3.925
H -0.892 -1.012 -5.509
H -0.065 -1.190 -3.191
H -1.919 2.111 -0.942
H -3.362 3.592 0.463
H -3.814 0.397 3.319
H -2.412 -1.079 1.925
I 1.375 4.992 -4.498
C 2.110 3.355 -3.430
C 3.453 2.989 -3.127
N 3.427 1.816 -2.455
N 2.079 1.472 -2.166
C 1.299 2.320 -2.827
H 4.351 3.449 -3.458
H 4.142 1.061 -2.088
H 0.202 2.171 -2.975
*
```